Below is a cluster of 3 separate species, C13H17B3F16O7 in total, with properties calculated with the ωB97M-V functional and the def2-TZVPD basis.

Last column: Mulliken charge in e.
Geometry (Å):
C1 3.7671 -1.7556 2.6082  -1.1831
C2 2.3485 -1.6427 3.1670  0.4411
O1 1.8503 -2.9496 3.4321  -0.5673
C3 1.4571 -0.9300 2.1685  -0.3658
O2 0.1738 -0.6302 2.7168  -0.4549
B1 -0.9552 -1.2536 2.3223  0.6167
O3 -2.1175 -0.5102 2.1355  -0.4832
B2 -3.3199 -1.1712 2.1785  0.7018
O4 -3.3646 -2.4876 1.7475  -0.6154
B3 -2.1422 -3.0248 1.3864  0.5781
O5 -1.0468 -2.6246 2.1185  -0.3039
H1 4.4485 -1.0653 3.1022  0.2014
H2 3.7934 -1.5691 1.5334  0.2533
H3 4.1240 -2.7703 2.7789  0.4289
H4 2.3445 -1.0473 4.0869  0.2580
H5 1.2786 -2.9231 4.2054  0.3279
H6 1.9132 0.0250 1.9007  0.0638
H7 1.3695 -1.5379 1.2629  0.3951
H8 -4.2982 -0.6497 2.6017  -0.1372
H9 -2.0081 -3.7178 0.4335  -0.1189
C4 -5.0442 -3.1455 -4.4004  -0.7166
C5 -6.1213 -2.1159 -4.7651  0.8917
C6 -5.6601 -0.7855 -5.3761  0.0706
F1 -4.8916 -0.0988 -4.5075  -0.2107
F2 -6.7488 -0.0387 -5.6602  -0.2652
F3 -6.9329 -1.8856 -3.7185  -0.2689
F4 -6.8623 -2.7067 -5.7558  -0.3297
O6 -4.6524 -3.1929 -3.0421  -0.3553
C7 -3.6228 -2.4491 -2.5492  0.6782
C8 -4.0898 -1.5431 -1.3989  0.2525
F5 -5.0510 -0.7090 -1.8417  -0.2546
F6 -3.0453 -0.7898 -0.9730  -0.2674
F7 -2.9961 -1.7372 -3.5033  -0.2893
F8 -2.7083 -3.3024 -2.0253  -0.2790
H10 -5.5187 -4.1087 -4.5794  0.3911
H11 -4.1896 -3.0614 -5.0718  0.3261
H12 -5.0998 -0.9611 -6.2981  0.2903
H13 -4.4698 -2.1313 -0.5622  0.2964
C9 4.2930 3.8874 2.4363  -0.8642
C10 4.2016 2.4435 1.9268  1.1281
C11 5.3807 1.8948 1.1120  -0.0087
F9 5.5367 2.5922 -0.0298  -0.2331
F10 5.1184 0.6085 0.7919  -0.2207
F11 3.0519 2.2476 1.2561  -0.2886
F12 4.1702 1.6613 3.0539  -0.3353
O7 3.6157 4.8642 1.6710  -0.3908
C12 4.2146 5.5465 0.6531  0.8065
C13 3.4622 5.3544 -0.6751  0.1772
F13 3.4185 4.0495 -1.0026  -0.2165
F14 4.1234 6.0192 -1.6471  -0.2637
F15 5.5190 5.2445 0.5275  -0.2871
F16 4.1366 6.8695 0.9417  -0.3085
H14 3.7640 3.8724 3.3878  0.4190
H15 5.3298 4.1611 2.6315  0.3249
H16 6.3051 1.9358 1.6937  0.3021
H17 2.4475 5.7461 -0.5869  0.2627

molar mass: 621.676 u
maximum force: 0.79 eV Å⁻¹
SMILES: FC(F)C(F)(F)COC(F)(F)C(F)F.FC(F)C(F)(F)COC(F)(F)C(F)F.C[C@H](O)COB1OBOBO1
spin multiplicity: 1
lowest unoccupied orbital energy: 0.5 eV
E: -2704.9773 hartree
frontier orbital gap: 10.64 eV


Below is a cluster of 2 separate species, C3H11N2O2 in total, with properties calculated with the ωB97M-V functional and the def2-TZVPD basis.

Last column: Mulliken charge in e.
Geometry (Å):
C1 2.7002 -1.2162 -1.0111  0.3460
N1 1.8214 -1.4572 0.0403  -0.5309
O1 2.7607 -1.8708 -2.0292  0.0240
H1 3.4274 -0.4126 -0.7772  0.3886
H2 2.0957 -0.9347 0.8726  0.3135
H3 1.6499 -2.4520 0.2049  0.3194
C2 -1.7509 0.7993 1.0835  -0.3780
O2 -1.5225 1.8914 1.9594  -0.4829
C3 -1.0851 1.1868 -0.2291  -0.5147
N2 -0.6205 -0.0518 -0.9524  -0.1985
H4 -2.8074 0.5449 0.9224  0.3650
H5 -1.2388 -0.0901 1.4797  0.2798
H6 -2.0143 1.6813 2.7654  0.3362
H7 -1.7548 1.6787 -0.9272  0.3494
H8 -0.2177 1.8089 -0.0460  0.3602
H9 -1.4040 -0.7031 -1.0576  0.3948
H10 0.1573 -0.5296 -0.4324  0.2094
H11 -0.1967 0.1269 -1.8660  0.4185

molar mass: 107.133 u
maximum force: 3.17 eV Å⁻¹
⟨S²⟩: 0.757
spin multiplicity: 2
energy relative to the best compared isomer or geometry (same formula, charge and spin): 2.249 eV
lowest unoccupied orbital energy (alpha / beta): -10.0 / -14.3 eV
E: -380.1209 hartree
frontier orbital gap (alpha / beta): 7.59 / 3.23 eV
charge: +2


- Which value of maximum force does entry 1 give?
  0.79 eV Å⁻¹